C20H23Cl2OSi | ωB97M-V/def2-TZVPD

Each line ends with the Mulliken charge.
Geometry (Å):
Cl  5.35  -0.48  -5.32  -0.134
Cl  -1.31  -3.60  3.15  -0.141
Si  -1.52  1.50  2.61  0.203
O  -0.83  0.83  1.22  -0.055
C  -1.68  -2.52  0.72  -0.903
C  1.12  1.87  0.36  -1.084
C  -0.76  -3.00  1.64  0.551
C  0.60  -2.98  1.34  -1.287
C  2.99  -1.45  -2.28  -0.065
C  2.70  -0.48  -4.86  -0.799
C  4.10  -1.24  -3.05  -1.143
C  -0.67  0.83  4.13  -0.996
C  3.96  -0.75  -4.35  0.477
C  1.04  -2.48  0.15  -0.072
C  1.59  -0.70  -4.09  -0.544
C  -0.19  1.62  0.28  0.956
C  -0.96  2.19  -0.83  -0.308
C  -3.32  1.00  2.66  -0.987
C  -2.22  1.83  -1.06  -0.912
C  -1.41  3.37  2.63  -1.121
C  0.47  -1.40  -2.07  -0.355
C  0.13  -1.96  -0.81  1.135
C  -1.25  -2.01  -0.48  -0.318
C  1.68  -1.20  -2.77  0.958
H  -0.37  3.68  2.63  0.334
H  -1.96  -1.64  -1.19  0.408
H  -3.39  -0.08  2.66  0.286
H  1.29  -3.37  2.07  0.466
H  3.13  -1.79  -1.27  0.396
H  -3.83  1.39  1.79  0.307
H  -2.73  -2.56  0.96  0.434
H  0.61  -0.50  -4.50  0.423
H  1.62  2.47  -0.38  0.285
H  5.09  -1.42  -2.67  0.435
H  -0.47  2.90  -1.46  0.404
H  1.70  1.46  1.16  0.300
H  2.61  -0.11  -5.87  0.428
H  -0.40  -1.07  -2.63  0.251
H  -0.76  -0.25  4.16  0.263
H  -2.78  2.25  -1.88  0.345
H  -1.14  1.23  5.03  0.350
H  0.38  1.10  4.13  0.304
H  -1.90  3.78  1.76  0.326
H  -3.80  1.39  3.55  0.396
H  -1.89  3.75  3.52  0.392
H  -2.70  1.12  -0.43  0.098
H  2.09  -2.51  -0.06  0.312

Relative energy (zero: lowest compared OMol25 entry of this formula, charge and spin) = 0.0000 eV
E_LUMO = -5.9 eV
HOMO energy = -11.42 eV
Strongest force on any atom = 1.06 eV/A
Total charge = +1